Entry 1:
The following is a DFT calculation (ωB97M-V/def2-TZVPD) of an isolated ion of composition C2H9N2O and charge +1 in a non-equilibrium geometry.

The geometry in ORCA input format:
```
! wB97M-V def2-TZVPD RIJCOSX def2/J DEFGRID3
* xyz 1 1
O -2.01 0.26 0.22
C 0.73 0.70 0.44
C -1.18 -0.08 -0.86
H 0.74 -1.42 0.36
H -2.50 -0.50 0.53
H 1.51 1.45 0.57
H -0.94 -1.15 -0.97
H -1.66 0.20 -1.79
N 1.39 -0.68 0.66
N 0.08 0.66 -0.80
H 0.03 0.79 1.27
H 2.25 -0.81 0.13
H 1.58 -0.87 1.64
H -0.02 1.45 -1.39
*
```

Summary:
SMILES string: [NH3+]CNCO
HOMO energy in eV: -14.34
Orbital gap in eV: 10.58
LUMO energy in eV: -3.76



Entry 2:
The following is a DFT calculation (ωB97M-V/def2-TZVPD) of an isolated molecule of C5H8O in a non-equilibrium geometry.

The geometry in ORCA input format:
```
! wB97M-V def2-TZVPD RIJCOSX def2/J DEFGRID3
* xyz 0 1
C -0.35 0.01 -1.02
C -0.44 -0.71 0.29
C 0.29 1.29 -0.92
H 1.26 1.40 -0.48
H 0.34 -0.17 2.24
C 0.67 -1.27 -0.45
H 0.69 -2.36 -0.67
H 0.07 2.04 -1.71
H 1.66 -0.84 -0.44
H -1.16 -0.08 -1.74
H -1.39 0.24 1.94
H -1.28 -1.41 0.31
C -0.37 0.30 1.52
O -0.01 1.55 1.12
*
```

Summary:
HOMO energy (spin up / spin down) in eV: -8.82 / -8.82
Orbital gap (spin up / spin down) in eV: 9.00 / 9.00
LUMO energy (spin up / spin down) in eV: 0.17 / 0.17



Entry 3:
The following is a DFT calculation (ωB97M-V/def2-TZVPD) of a 11-piece molecular cluster, C26H59N5O6 overall in a non-equilibrium geometry.

The geometry in ORCA input format:
```
! wB97M-V def2-TZVPD RIJCOSX def2/J DEFGRID3
* xyz 0 1
H -4.87 -12.71 10.64
H -10.25 -10.54 13.65
C -13.46 -12.86 13.59
H -9.57 -12.41 16.84
H -8.15 -14.23 8.97
H -6.19 -10.53 14.28
H -4.84 -10.23 8.82
H -6.01 -15.70 11.48
H -11.72 -15.68 9.15
H -12.72 -14.49 9.98
H -11.54 -15.49 11.67
H -7.56 -12.20 12.67
O -9.72 -9.39 10.39
H -8.42 -15.31 13.75
H -9.55 -13.28 7.22
H -6.56 -8.85 12.89
H -6.12 -17.45 13.47
H -6.54 -13.15 6.50
C -7.02 -16.97 13.04
H -10.07 -10.82 9.03
C -3.67 -10.93 10.45
C -10.22 -9.17 15.38
H -8.61 -14.21 5.88
C -8.55 -13.70 6.85
C -10.52 -10.47 9.93
C -6.91 -8.03 10.45
C -9.63 -9.68 14.03
C -13.45 -13.59 14.90
H -5.74 -11.33 11.05
C -4.74 -11.79 11.15
H -11.33 -9.02 15.39
H -14.46 -12.75 13.21
H -5.79 -7.92 10.31
C -7.49 -12.61 6.56
C -6.48 -14.83 14.07
H -12.77 -13.20 12.84
O -7.11 -9.18 11.26
H -8.01 -9.54 11.13
H -8.44 -13.74 16.84
C -8.15 -12.77 11.94
H -9.77 -13.92 12.08
O -9.20 -13.37 12.65
H -9.43 -13.46 14.37
H -6.16 -9.41 15.65
C -6.78 -16.48 11.57
H -7.60 -16.30 14.96
H -8.41 -8.06 15.37
H -11.55 -10.16 9.78
H -8.13 -12.34 15.80
C -7.29 -11.67 7.72
H -14.13 -13.14 15.57
N -3.83 -13.03 7.70
N -12.64 -9.76 11.97
H -9.59 -8.97 13.19
C -11.68 -14.78 9.77
H -12.08 -11.50 14.49
C -5.87 -9.56 14.63
H -4.56 -12.12 12.16
H -11.19 -13.92 9.29
H -12.36 -13.60 15.24
H -6.48 -17.30 10.97
H -2.70 -11.34 10.74
O -11.02 -14.95 11.05
H -7.37 -8.15 9.46
N -9.28 -6.95 18.03
N -7.25 -10.87 8.53
C -3.88 -12.01 8.24
C -9.44 -7.93 15.67
C -7.51 -15.88 13.96
H -10.55 -11.28 10.72
O -9.65 -13.77 15.28
C -8.08 -14.64 7.95
C -8.92 -13.00 16.19
C -13.04 -11.40 13.94
C -3.88 -10.69 8.94
H -7.62 -11.91 5.72
H -9.73 -7.05 15.05
H -10.32 -8.72 10.71
H -7.85 -17.65 12.99
H -8.66 -10.01 14.25
H -3.65 -9.90 10.88
H -7.46 -13.41 11.43
H -3.11 -10.12 8.41
H -7.24 -7.11 10.92
H -13.78 -10.91 14.58
C -12.84 -10.52 12.81
H -9.90 -9.92 16.12
H -13.83 -14.60 14.72
H -8.67 -15.54 7.94
H -7.02 -14.91 7.80
C -9.40 -7.47 17.03
H -8.52 -12.01 11.25
H -7.74 -16.09 11.14
N -5.71 -13.98 14.17
O -6.31 -8.52 13.81
H -4.76 -9.59 14.59
*
```

Summary:
SMILES string: CCCC#N.CCCC#N.CCCC#N.CCCC#N.CCCC#N.CO.CO.CO.CO.CO.CO
HOMO energy in eV: -9.38
Orbital gap in eV: 9.40
LUMO energy in eV: 0.02



Entry 4:
The following is a DFT calculation (ωB97M-V/def2-TZVPD) of an isolated molecule of C20H23NO8S in a non-equilibrium geometry.

The geometry in ORCA input format:
```
! wB97M-V def2-TZVPD RIJCOSX def2/J DEFGRID3
* xyz 0 1
C -4.36 -1.79 -2.85
H -4.52 -2.74 -2.32
O -4.02 -0.76 -1.95
H 6.42 -2.03 -2.02
N -4.68 1.62 0.64
C -5.20 -0.63 1.28
H -5.68 0.36 -0.65
H -4.73 -1.40 0.66
H 3.48 1.05 1.12
C 3.85 -1.08 0.85
C -0.47 -0.78 0.19
H 5.80 4.04 -1.56
C 5.23 0.38 -0.11
O -4.15 1.97 -1.78
C -2.84 -0.81 -1.30
O 6.87 1.68 -1.24
C -1.32 0.33 0.18
H 3.05 -2.89 1.62
O 5.23 2.69 -0.09
H 7.33 -0.57 -1.59
C -4.21 1.47 2.00
H -6.62 0.93 0.73
H 6.79 4.06 -0.08
C -5.64 0.57 0.41
H -2.22 -2.78 -1.90
O 4.79 -1.79 0.17
C 6.77 -1.42 -1.20
H -3.24 1.96 2.10
H -3.60 -1.92 -3.62
H 7.42 -2.03 -0.57
H -5.30 -1.48 -3.31
H -1.05 1.22 0.73
O 1.54 -1.81 0.82
C 2.77 -1.84 1.55
H -4.46 -0.26 3.31
H -6.05 -1.07 1.78
C -4.18 -0.04 2.27
C -0.81 -1.89 -0.58
C 0.76 -0.73 1.01
C 5.88 1.61 -0.55
O -2.64 2.87 -0.05
S -3.50 1.81 -0.52
H -4.92 1.97 2.66
C -1.98 -1.91 -1.32
H 2.60 -1.41 2.54
C -2.48 0.31 -0.54
C 5.77 3.95 -0.47
O 1.03 0.16 1.77
H 5.12 4.70 -0.04
C 4.07 0.25 0.70
H -0.15 -2.75 -0.59
H -3.19 -0.44 2.09
C 5.63 -0.91 -0.40
*
```

Summary:
SMILES string: COC(=O)c1cc(COC(=O)c2ccc(OC)c(S(=O)(=O)N3CCCC3)c2)oc1C
HOMO energy in eV: -8.76
Orbital gap in eV: 9.08
LUMO energy in eV: 0.32